Entry 1:
Entry from the OMol25 dataset: 2 unconnected molecules or ions with the total composition C4H11NO2S in a non-equilibrium geometry (ωB97M-V with the def2-TZVPD basis set).

The geometry in XYZ format:
```
19
C4H11NO2S ωB97M-V with the def2-TZVPD basis set
C 0.14 -1.60 0.58
N 0.53 -1.12 -0.72
C 0.54 -1.82 -1.87
O 1.03 -1.33 -2.88
C -0.60 -0.48 1.28
C 0.33 0.54 2.02
S -0.26 2.26 1.83
H -0.37 -2.58 0.59
H 1.13 -1.92 1.01
H 0.85 -0.15 -0.79
H 0.07 -2.80 -1.83
H -1.19 0.18 0.62
H -1.42 -0.68 2.03
H 0.40 0.36 3.09
H 1.35 0.37 1.69
H -0.24 2.38 0.49
H -1.40 1.53 -1.91
H -0.25 0.62 -2.36
O -1.09 0.60 -1.88
```

Its total energy is -20745.330 eV. As for the orbital gap (spin up / spin down): 2.5 / 8.8 eV. As for the expectation value of S²: 0.751. As for the net charge: -1. The value obtained for the HOMO energy (spin up / spin down) is 0.72 / -5.65 eV. The value obtained for the energy above the lowest of the compared OMol25 structures with the same formula, charge and spin is 72.1 kJ/mol. The multiplicity is 2.

Entry 2:
Entry from the OMol25 dataset: 2 unconnected molecules or ions with the total composition C4H11NO2S in a non-equilibrium geometry (ωB97M-V with the def2-TZVPD basis set).

The geometry in XYZ format:
```
19
C4H11NO2S ωB97M-V with the def2-TZVPD basis set
C -3.08 -0.10 0.98
C 0.31 1.84 0.20
C 3.18 -0.73 0.20
C -2.24 -1.11 0.79
N 0.32 0.62 -0.47
O 0.81 -0.34 1.70
O 1.99 -1.37 -0.24
S 0.51 -0.82 0.35
H -0.03 0.70 -1.41
H -3.71 0.25 0.09
H -2.93 0.50 1.79
H -0.72 2.37 0.43
H 0.89 2.70 -0.24
H 0.84 1.75 1.15
H 4.00 -1.48 0.41
H 3.16 -0.21 1.15
H 3.63 -0.31 -0.63
H -2.11 -1.71 -0.15
H -1.80 -1.58 1.59
```

Its total energy is -20743.206 eV. As for the orbital gap: 10.2 eV. As for the net charge: 0. The value obtained for the HOMO energy is -9.41 eV. The value obtained for the energy above the lowest of the compared OMol25 structures with the same formula, charge and spin is 395.3 kJ/mol.

Entry 3:
Entry from the OMol25 dataset: a molecular structure, C4H11NO3 in a non-equilibrium geometry (ωB97M-V with the def2-TZVPD basis set).

The geometry in XYZ format:
```
19
C4H11NO3 ωB97M-V with the def2-TZVPD basis set
C 0.40 -1.47 1.42
C 0.84 -0.45 0.46
C -1.26 0.77 0.29
C 0.18 0.67 -1.70
H 1.80 -2.76 1.11
H -0.34 -2.33 0.79
H -0.14 -0.92 2.24
H 1.52 -0.81 -0.26
H 1.29 0.42 0.79
H -1.76 0.09 1.29
H -0.86 1.82 0.81
H -2.94 1.71 -0.47
H -0.50 0.92 -2.27
H 1.03 -0.36 -2.03
H 1.04 2.18 -2.10
N -0.22 0.04 -0.34
O 1.39 -2.31 2.02
O -2.34 0.93 -0.64
O 0.85 1.83 -1.40
```

Its total energy is -11952.784 eV. As for the orbital gap: 9.3 eV. As for the net charge: 0. The value obtained for the HOMO energy is -8.62 eV. The value obtained for the energy above the lowest of the compared OMol25 structures with the same formula, charge and spin is 706.8 kJ/mol.

Entry 4:
Entry from the OMol25 dataset: 2 unconnected molecules or ions with the total composition C4H11NO3 in a non-equilibrium geometry (ωB97M-V with the def2-TZVPD basis set).

The geometry in XYZ format:
```
19
C4H11NO3 ωB97M-V with the def2-TZVPD basis set
O 0.44 0.47 1.14
C 0.26 0.12 -0.01
N -0.30 -1.12 -0.25
C -0.25 -1.94 -1.43
O 0.69 -2.98 -1.34
C 0.56 1.02 -1.19
C -0.25 2.32 -1.02
H -0.38 -1.63 0.62
H -1.21 -2.44 -1.55
H -0.10 -1.36 -2.30
H 1.58 -2.64 -1.38
H 1.59 1.31 -1.10
H 0.32 0.50 -2.11
H -0.17 2.63 -0.01
H 0.04 3.11 -1.70
H -1.32 2.14 -1.21
H -0.39 1.21 4.17
H -0.99 1.35 2.77
O -0.97 1.76 3.64
```

Its total energy is -11959.204 eV. As for the orbital gap: 10.8 eV. As for the net charge: 0. Its SMILES is CCC(=O)NCO.O. The value obtained for the HOMO energy is -10.18 eV. The value obtained for the energy above the lowest of the compared OMol25 structures with the same formula, charge and spin is 87.3 kJ/mol.

Entry 5:
Entry from the OMol25 dataset: 2 unconnected molecules or ions with the total composition C4H11NO3 (ωB97M-V with the def2-TZVPD basis set).

The geometry in XYZ format:
```
19
C4H11NO3 ωB97M-V with the def2-TZVPD basis set
C 1.81 0.50 0.50
C 1.34 1.57 -0.49
C 1.99 -0.85 -0.18
O 0.93 -1.31 -0.84
O 3.02 -1.46 -0.15
H 0.13 -0.77 -0.66
H 1.10 0.40 1.32
H 2.78 0.78 0.92
H 1.44 2.55 -0.05
H 0.31 1.44 -0.75
H 1.93 1.54 -1.42
C -1.99 -0.19 1.20
N -2.44 -1.03 -0.94
O -1.55 -0.23 -0.15
H -1.97 -1.91 -1.12
H -2.52 -0.53 -1.83
H -3.04 -0.47 1.25
H -1.40 -0.87 1.82
H -1.87 0.84 1.55
```

Its total energy is -11957.474 eV. As for the orbital gap: 10.6 eV. As for the net charge: 0. Its SMILES is CCC(=O)O.CON. The value obtained for the HOMO energy is -9.96 eV. The value obtained for the energy above the lowest of the compared OMol25 structures with the same formula, charge and spin is 254.3 kJ/mol.

Entry 6:
Entry from the OMol25 dataset: 2 unconnected molecules or ions with the total composition C4H11NO3 in a non-equilibrium geometry (ωB97M-V with the def2-TZVPD basis set).

The geometry in XYZ format:
```
19
C4H11NO3 ωB97M-V with the def2-TZVPD basis set
C -0.15 2.23 0.77
C 0.16 1.11 -0.16
N -0.75 -0.07 0.01
C -0.16 -1.36 0.24
C 0.41 -1.62 1.61
O 0.17 -2.90 1.97
O 1.16 -0.96 2.29
H 0.14 3.18 0.30
H 0.17 2.02 1.79
H -1.21 2.41 0.89
H 1.14 0.65 -0.10
H -0.14 1.43 -1.17
H -1.53 0.03 0.64
H -0.87 -2.16 0.05
H 0.67 -1.61 -0.44
H 0.43 -3.05 2.88
H 0.78 0.30 -4.32
H -0.39 0.45 -3.27
O -0.04 -0.08 -3.98
```

Its total energy is -11958.527 eV. As for the orbital gap: 9.6 eV. As for the net charge: 0. Its SMILES is CCNCC(=O)O.O. The value obtained for the HOMO energy is -8.89 eV. The value obtained for the energy above the lowest of the compared OMol25 structures with the same formula, charge and spin is 152.7 kJ/mol.

Entry 7:
Entry from the OMol25 dataset: a gas-phase ion, C4H11NO3P (charge +1) in a non-equilibrium geometry (ωB97M-V with the def2-TZVPD basis set).

The geometry in XYZ format:
```
20
C4H11NO3P ωB97M-V with the def2-TZVPD basis set
O 2.28 -0.28 1.56
P 1.91 0.54 0.35
O 1.81 2.12 0.82
O 3.14 0.36 -0.77
C 0.36 -0.10 -0.46
C -0.19 -1.42 0.26
C -1.47 -0.78 0.93
N -2.02 -0.08 -0.28
C -0.88 0.86 -0.63
H 1.53 2.66 0.06
H 2.99 -0.51 -1.14
H 0.59 -0.37 -1.51
H 0.42 -1.83 1.08
H -0.41 -2.15 -0.54
H -2.11 -1.52 1.42
H -1.01 -0.01 1.57
H -1.93 -0.78 -1.02
H -2.96 0.30 -0.21
H -0.99 1.66 0.12
H -1.04 1.34 -1.61
```

Its total energy is -21242.375 eV. As for the orbital gap: 10.3 eV. As for the net charge: +1. Its SMILES is O=P(O)(O)[C@H]1CC[NH2+]C1. The value obtained for the HOMO energy is -13.99 eV.

Entry 8:
Entry from the OMol25 dataset: 2 unconnected molecules or ions with the total composition C4H11NO3S in a non-equilibrium geometry (ωB97M-V with the def2-TZVPD basis set).

The geometry in XYZ format:
```
20
C4H11NO3S ωB97M-V with the def2-TZVPD basis set
C -0.15 1.75 -1.11
C 1.93 1.79 0.44
C 1.26 -0.24 -0.72
C 0.99 1.06 -0.46
N -1.20 -1.08 0.93
O -2.95 -2.70 0.25
O -0.55 -3.41 0.87
O -1.95 0.00 0.46
S -1.53 -2.50 -0.07
H -0.92 1.63 -0.49
H 0.04 2.86 -1.08
H -0.42 1.22 -2.01
H 2.11 2.84 -0.06
H 2.89 1.18 0.52
H 1.57 1.96 1.40
H 2.12 -0.84 -0.29
H -0.84 -3.37 1.75
H 0.59 -0.88 -1.41
H -0.19 -0.89 0.65
H -2.80 -0.38 0.43
```

Its total energy is -22790.303 eV. As for the orbital gap: 10.0 eV. As for the net charge: 0. The value obtained for the HOMO energy is -9.28 eV. The value obtained for the energy above the lowest of the compared OMol25 structures with the same formula, charge and spin is 365.8 kJ/mol.